Here is a cluster of 8 separate species, C41H47NO25 in total in a non-equilibrium geometry from OMol25. Energies are from ωB97M-V/def2-TZVPD.

Atoms and positions in Å:
O  -3.889333  -2.235433  7.002659
O  7.195003  1.539348  -3.794510
O  -3.846587  -3.731823  -7.177161
O  -0.747029  5.094265  -4.910107
O  5.911178  -4.106407  0.535183
O  3.351292  -2.382414  -4.024745
O  -6.492189  -3.150330  7.695812
O  -1.065741  1.787070  -0.874571
O  1.306101  -3.427595  7.153167
O  5.961261  -2.978535  -4.934582
O  -8.051596  -2.273428  3.447439
O  -5.590555  -1.107277  2.708027
O  1.477773  5.234395  -9.892042
O  4.537993  2.136259  -3.393144
O  0.938044  7.660937  -8.347758
O  1.773337  0.580985  10.852820
O  -0.789890  11.214572  3.765121
O  4.641001  -8.820310  2.665032
O  7.550789  -5.229654  2.419139
O  -5.786409  -6.413061  -7.056372
O  0.254221  2.747461  -6.012181
O  1.174678  1.207210  8.058011
O  1.338936  -3.981062  9.926935
O  -0.961853  8.097812  2.283016
O  2.735153  -7.314046  1.392310
N  0.075283  0.233409  0.375295
C  0.912514  6.487373  -8.023459
C  5.616836  -1.725336  -4.432767
C  -3.362939  -2.942839  -6.137060
C  -0.069545  5.121583  -6.089152
C  0.588486  -1.142800  0.258075
C  1.062721  5.185863  -8.659685
C  -7.228499  -2.686822  5.500677
C  6.278708  0.659737  -3.967081
C  -5.133779  -4.213809  -6.861567
C  4.339047  -5.778083  0.889395
C  -5.548825  -5.267502  -7.840272
C  4.230545  -1.504907  -4.094677
C  3.949931  -0.150983  -3.662664
C  -7.073943  -2.279326  4.172447
C  -5.711008  -1.682629  3.886259
C  -0.535530  7.707066  1.044112
C  0.315183  6.260339  -6.674676
C  0.575149  1.000295  1.507918
C  -0.423500  10.510430  4.997569
C  -0.569332  10.450941  2.584939
C  -4.760681  -1.701892  4.782228
C  4.851737  0.833684  -3.756476
C  1.133002  -1.109555  7.627651
C  6.520077  -0.765759  -4.363838
C  -1.610104  9.353273  2.284861
C  -0.678065  0.642629  -0.662455
C  3.847945  -6.918901  1.600148
C  1.485390  -0.396358  9.940115
C  1.213493  -2.380568  8.094099
C  6.146447  -7.039675  2.717414
C  1.280128  -2.788274  9.537275
C  1.420168  -1.640750  10.399048
C  4.950167  -7.562619  2.430981
C  -6.590181  -7.331602  -7.753631
C  -4.836740  -2.264114  6.131944
C  -6.274836  -2.794283  6.426593
C  1.208365  0.047528  8.512445
C  5.506969  -5.157927  1.220161
C  0.897437  3.982273  -8.036551
C  6.453027  -5.721344  2.221139
C  0.352819  3.805407  -6.656476
H  -1.388985  7.608617  0.373278
H  0.418883  2.074000  1.403740
H  1.629304  -1.827403  11.442040
H  -0.422930  4.346840  -4.402249
H  0.132090  7.163193  -6.110995
H  -1.253182  9.826096  5.174786
H  -0.691496  -0.107424  -1.468339
H  1.726021  6.116531  -10.178066
H  -3.797594  -1.308367  4.492380
H  -0.651263  11.093202  1.708069
H  -2.350555  9.295733  3.082688
H  1.586244  -1.186821  -0.178547
H  -5.191182  -4.545716  -5.824911
H  -5.786919  -3.342254  -6.905232
H  -0.480773  11.207967  5.833200
H  0.032998  -1.850129  -0.357724
H  5.276078  2.745569  -3.467862
H  -2.344976  -2.577879  -6.273683
H  6.400237  -3.478712  1.072233
H  0.237742  8.300484  0.556252
H  -2.082356  9.565926  1.325772
H  3.768454  -5.266993  0.128076
H  -7.478711  -6.809784  -8.109023
H  -8.220701  -3.011621  5.777175
H  0.543199  10.031655  5.153618
H  -4.777601  -5.498356  -8.575129
H  7.556541  -0.964921  -4.592907
H  1.259651  -4.250089  7.646058
H  -6.764391  -8.126931  -7.028922
H  1.653338  0.848473  1.558597
H  0.675870  -1.650569  1.218611
H  -0.076882  6.718642  1.016294
H  -6.460284  -1.106151  2.301609
H  -5.696293  -3.235795  8.225769
H  -4.052272  -2.115886  -5.966544
H  0.371671  9.909009  2.490487
H  -3.312850  -3.486349  -5.193559
H  5.434398  -9.360560  2.648706
H  5.178873  -3.496671  -5.137045
H  1.101671  3.083654  -8.599724
H  -5.839315  -7.685479  -8.460089
H  0.352302  0.631064  2.508967
H  2.968849  0.151762  -3.327668
H  6.917696  -7.492164  3.323074
H  -6.479758  -4.867303  -8.241896
H  0.933580  -0.979228  6.574251
H  1.715939  1.429031  10.406586

Cartesian forces (eV/Å) of the 2 atoms listed first:
-4.062 -0.417 -3.273
-3.869 -3.145 -0.747

Output
Lowest unoccupied orbital energy (eV): -2.22
Energy relative to the best compared isomer or geometry (same formula, charge and spin) (eV): 4.242
Structure (SMILES): O=C1C=C(O)C(=O)C=C1O.O=C1C=C(O)C(=O)C=C1O.O=C1C=C(O)C(=O)C=C1O.O=C1C=C(O)C(=O)C=C1O.O=C1C=C(O)C(=O)C=C1O.CN(C)C=O.COCCOC.COCCOC
HOMO-LUMO gap (Ha): 0.2588

Löwdin population analysis, charges in e, atoms 1 to 5: atom 1 (O): 0.047, atom 2 (O): 0.078, atom 3 (O): -0.173, atom 4 (O): 0.090, atom 5 (O): 0.111